(1)
Formula: C2HCl4NO2
Source: OMol25
Level of theory: the ωB97M-V functional and the def2-TZVPD basis

```
10
Properties=species:S:1:pos:R:3:forces:R:3:nbo_charge:R:1
C -0.390537 0.253925 0.352115 -0.300 3.017 -0.909 -0.30
C -1.809352 0.222274 -0.075128 -0.998 0.699 -0.472 -0.11
N 0.412146 2.069999 -0.252473 -1.175 -4.260 0.050 0.57
O 0.489037 2.271151 -1.408091 -0.028 0.607 -1.151 -0.32
O 0.814235 2.604613 0.694679 0.697 1.626 1.317 -0.29
Cl -0.245119 0.489146 1.978998 0.942 -0.228 1.895 0.13
Cl -2.560448 1.715635 0.602129 -0.547 -0.456 -1.066 0.03
Cl -1.939104 0.044255 -1.909218 0.021 0.355 1.783 0.03
Cl -2.505409 -1.203407 0.737511 -0.463 -0.033 -0.552 0.04
H 0.042047 -0.604062 -0.026210 1.851 -1.328 -0.895 0.23
```
Forces are in eV/Å.

As for the HOMO energy (alpha / beta): -10.093 / -10.092 eV. As for the multiplicity: 1. As for the energy relative to the best compared isomer or geometry (same formula, charge and spin): 1.273 eV.

***

(2)
Formula: C2HCl5
Source: OMol25
Level of theory: the ωB97M-V functional and the def2-TZVPD basis

```
8
Properties=species:S:1:pos:R:3:forces:R:3:nbo_charge:R:1
C -1.781569 0.170630 -0.144088 -1.904 -1.828 0.760 -0.35
C 1.538209 -0.543041 0.163038 1.094 1.414 -0.172 -0.16
Cl -2.113317 1.065934 1.252664 -0.133 0.074 0.620 0.04
Cl -1.061466 0.989017 -1.360439 0.623 0.732 -1.774 0.10
Cl 2.043921 -0.653802 -1.509758 -0.399 -0.272 0.659 0.05
Cl 1.518396 1.142506 0.713023 -0.213 -0.845 -0.170 0.02
Cl 2.396940 -1.536168 1.266409 -0.307 -0.315 -0.166 0.08
H -2.541112 -0.635078 -0.380846 1.237 1.041 0.243 0.22
```
Forces are in eV/Å.

As for the HOMO energy (alpha / beta): -9.238 / -8.355 eV. As for the multiplicity: 1. As for the energy relative to the best compared isomer or geometry (same formula, charge and spin): 3.554 eV.

***

(3)
Formula: C2HCl5OS
Source: OMol25
Level of theory: the ωB97M-V functional and the def2-TZVPD basis

```
10
Properties=species:S:1:pos:R:3:forces:R:3:nbo_charge:R:1
C 1.501485 -1.688784 -0.867609 1.283 0.687 1.590 -0.22
C -1.562925 1.422781 1.269467 0.857 1.293 -1.162 -0.50
O -1.937171 2.650653 -0.985777 0.428 0.215 0.891 -0.87
S -1.145553 2.697345 0.269274 -0.708 -0.990 -0.023 1.13
Cl 2.359947 -2.399884 0.613774 -0.321 0.775 -0.883 -0.04
Cl 2.648200 -1.092394 -2.085119 -0.394 0.133 0.621 0.03
Cl -0.565188 1.074844 2.605673 -0.280 0.083 0.257 0.11
Cl -2.750776 0.366730 0.748921 -0.502 -0.456 0.225 0.14
Cl 0.316368 -0.443575 -0.296430 1.053 -1.267 -0.964 0.01
H 1.135613 -2.587717 -1.272175 -1.414 -0.472 -0.552 0.22
```
Forces are in eV/Å.

As for the HOMO energy (alpha / beta): -9.346 / -9.345 eV. As for the multiplicity: 1. As for the energy relative to the best compared isomer or geometry (same formula, charge and spin): 0.000 eV.

***

(4)
Formula: C2HClF2O
Source: OMol25
Level of theory: the ωB97M-V functional and the def2-TZVPD basis

```
7
Properties=species:S:1:pos:R:3:forces:R:3:nbo_charge:R:1
O 2.167667 -1.748528 -0.372506 -0.438 -0.347 -0.306 -0.45
C 1.700971 -0.722026 -0.042501 -1.954 -0.586 0.956 0.45
Cl 2.698432 0.667288 0.205319 -0.034 0.721 -0.031 -0.01
C 0.113786 -0.469593 0.454453 2.544 -0.778 2.099 0.50
F -0.606484 -1.615136 0.604766 0.834 1.172 -1.034 -0.31
F 0.254289 0.045288 1.729891 0.158 -0.409 -0.135 -0.34
H -0.318821 0.360696 -0.028951 -1.109 0.228 -1.549 0.16
```
Forces are in eV/Å.

As for the structure (SMILES): O=C(Cl)C(F)F. As for the HOMO energy: -11.262 eV. As for the multiplicity: 1. As for the energy relative to the best compared isomer or geometry (same formula, charge and spin): 0.085 eV.

***

(5)
Formula: C2HClF2O
Source: OMol25
Level of theory: the ωB97M-V functional and the def2-TZVPD basis

```
7
Properties=species:S:1:pos:R:3:forces:R:3:nbo_charge:R:1
C -1.473446 -3.851261 0.621836 1.470 -0.306 -0.206 0.27
C -2.583347 -3.225103 1.282888 -0.438 0.850 1.126 0.71
O -2.451361 -4.591577 1.096674 -0.561 -0.234 0.104 -0.38
F -3.492454 -2.630390 0.527115 -0.514 0.130 0.275 -0.30
F -2.638787 -2.799658 2.566690 0.062 -0.430 -1.302 -0.30
Cl -0.186867 0.043559 -0.394084 -0.836 -0.245 -0.271 -0.27
H -1.380855 -0.288593 -0.816341 0.817 0.235 0.274 0.27
```
Forces are in eV/Å.

As for the HOMO energy: -10.825 eV. As for the multiplicity: 1. As for the energy relative to the best compared isomer or geometry (same formula, charge and spin): 3.053 eV.

***

(6)
Formula: C2HClN2O
Source: OMol25
Level of theory: the ωB97M-V functional and the def2-TZVPD basis

```
7
Properties=species:S:1:pos:R:3:forces:R:3:nbo_charge:R:1
Cl 1.503281 1.832445 -0.305972 -0.429 -0.129 0.305 0.05
C 0.269878 0.624437 -0.224643 3.036 0.231 1.375 0.08
C 0.180382 -0.454828 0.722587 -2.398 0.328 -1.450 -0.10
N -0.785026 -1.196122 0.226002 0.083 -0.690 1.378 -0.05
O -1.232429 -0.675744 -0.932407 1.738 0.587 0.559 -0.12
N -0.463974 0.439638 -1.220672 -2.365 -0.123 -1.949 -0.11
H 0.527889 -0.569826 1.735105 0.336 -0.204 -0.219 0.25
```
Forces are in eV/Å.

As for the structure (SMILES): Clc1cnon1. As for the HOMO energy: -11.170 eV. As for the multiplicity: 1. As for the energy relative to the best compared isomer or geometry (same formula, charge and spin): 2.562 eV.

***

(7)
Formula: C2HClN2O
Source: OMol25
Level of theory: the ωB97M-V functional and the def2-TZVPD basis

```
7
Properties=species:S:1:pos:R:3:forces:R:3:nbo_charge:R:1
N -0.057281 -2.380028 -0.163335 -0.395 0.736 0.723 -0.27
C -0.300374 -1.279566 0.109848 0.466 -1.900 -1.140 0.38
N -0.396689 0.038914 0.187106 -4.081 0.389 0.306 -0.47
Cl -2.019787 0.713988 0.028677 1.062 -0.427 0.219 0.19
C 0.671350 0.816809 -0.048078 0.582 1.773 0.558 0.53
O 0.663349 2.011541 -0.144279 0.285 -0.707 -0.289 -0.51
H 1.439429 0.078341 0.030060 2.082 0.136 -0.378 0.14
```
Forces are in eV/Å.

As for the structure (SMILES): N#CN(Cl)C=O. As for the HOMO energy: -10.993 eV. As for the multiplicity: 1. As for the energy relative to the best compared isomer or geometry (same formula, charge and spin): 2.077 eV.

***

(8)
Formula: C2HClN2O2
Source: OMol25
Level of theory: the ωB97M-V functional and the def2-TZVPD basis

```
8
Properties=species:S:1:pos:R:3:forces:R:3:nbo_charge:R:1
C 0.335543 -0.570066 0.777978 0.011 1.128 -0.684 0.58
C -0.843687 0.096899 0.336786 -0.418 -0.762 -0.914 -0.28
N 1.487011 -0.262202 -0.423870 1.149 -1.710 1.762 -0.24
N 1.239319 0.620237 -1.158057 0.726 -0.617 -0.642 0.33
O 0.723949 -1.182932 1.705273 0.090 -0.053 -0.248 -0.42
O 0.253851 1.274587 -1.293515 -2.115 1.674 0.434 -0.30
Cl -1.751454 -0.752396 -0.861840 0.074 -0.042 0.211 0.07
H -1.444532 0.775870 0.917248 0.483 0.384 0.082 0.26
```
Forces are in eV/Å.

As for the HOMO energy (alpha / beta): -9.397 / -9.558 eV. As for the multiplicity: 1. As for the energy relative to the best compared isomer or geometry (same formula, charge and spin): 5.018 eV.

***

(9)
Formula: C2HClN4O2
Source: OMol25
Level of theory: the ωB97M-V functional and the def2-TZVPD basis

```
10
Properties=species:S:1:pos:R:3:forces:R:3:nbo_charge:R:1
C 0.607406 -0.437052 -2.065850 -0.496 -0.445 -0.538 0.28
C -1.907283 0.255264 -1.120496 2.259 -0.448 1.523 0.25
N 0.980516 -0.332312 -0.909196 0.512 -1.068 -0.531 -0.28
N -1.162143 0.329184 -0.151209 -3.794 0.818 -2.761 -0.14
N 0.057767 0.029958 0.140850 1.765 0.279 1.654 -0.28
N -0.175284 0.120852 -3.047990 0.307 1.224 0.091 0.38
O 0.268118 1.282705 -3.200312 -0.439 0.522 -0.470 -0.47
O -1.026909 -0.369283 -3.785554 0.699 -0.934 -0.041 -0.45
Cl -3.091502 0.020910 -2.232818 0.642 0.464 1.636 0.30
H 0.617529 0.590573 0.819590 -1.454 -0.413 -0.563 0.42
```
Forces are in eV/Å.

As for the HOMO energy (alpha / beta): -8.369 / -8.375 eV. As for the multiplicity: 1. As for the energy relative to the best compared isomer or geometry (same formula, charge and spin): 5.230 eV.

***

(10)
Formula: C2HClO
Source: OMol25
Level of theory: the ωB97M-V functional and the def2-TZVPD basis

```
5
Properties=species:S:1:pos:R:3:forces:R:3:nbo_charge:R:1
Cl 3.476993 -0.245515 0.006620 -0.813 -0.109 -0.038 0.15
C 1.846342 0.063360 -0.048055 0.385 0.607 0.420 0.09
C 0.590231 0.263494 0.056638 -0.621 -1.047 -1.199 0.08
O 1.166853 1.524393 0.000844 0.295 0.357 0.132 -0.54
H -0.431140 -0.070065 -0.192798 0.754 0.192 0.684 0.22
```
Forces are in eV/Å.

As for the structure (SMILES): ClC1=CO1. As for the HOMO energy: -8.388 eV. As for the multiplicity: 1. As for the energy relative to the best compared isomer or geometry (same formula, charge and spin): 3.350 eV.

***

(11)
Formula: C2HClO2
Source: OMol25
Level of theory: the ωB97M-V functional and the def2-TZVPD basis

```
6
Properties=species:S:1:pos:R:3:forces:R:3:nbo_charge:R:1
C 0.494632 0.848668 -0.114320 -0.179 -0.394 -1.023 0.73
C -0.142897 -0.433177 -0.050140 -4.228 -0.468 0.401 0.02
O 0.995524 1.744931 -0.674319 0.267 0.644 0.066 -0.48
O 0.220864 0.376096 1.095901 0.166 0.044 0.813 -0.44
Cl 0.519462 -1.985611 -0.182805 0.145 -0.133 -0.114 0.08
H -2.087587 -0.550909 -0.074315 3.829 0.308 -0.144 0.10
```
Forces are in eV/Å.

As for the HOMO energy: -10.314 eV. As for the multiplicity: 1. As for the energy relative to the best compared isomer or geometry (same formula, charge and spin): 4.343 eV.

***

(12)
Formula: C2HCrO3
Source: OMol25
Level of theory: the ωB97M-V functional and the def2-TZVPD basis

```
7
Properties=species:S:1:pos:R:3:forces:R:3:mulliken_spin:R:1
O 0.145437 -2.134469 0.981582 0.822 0.384 0.026 0.00
H 0.025808 -2.848145 0.339955 0.259 -0.062 -0.082 0.00
O 0.394327 1.278177 -0.551628 0.161 0.668 -0.427 0.02
O -0.967606 1.568289 -1.113895 0.181 0.451 0.296 -0.12
C 0.442233 0.116744 0.028795 0.536 -1.013 0.499 0.01
C 0.540461 -1.024922 0.408074 -1.913 0.177 -0.093 -0.01
Cr -0.580661 3.044326 -0.092883 -0.046 -0.604 -0.219 4.10
```
Forces are in eV/Å.

The net charge is +1. As for the HOMO energy (alpha / beta): -13.502 / -13.555 eV. As for the multiplicity: 5. As for the energy relative to the best compared isomer or geometry (same formula, charge and spin): 3.516 eV.

***

Which value of energy relative to the best compared isomer or geometry (same formula, charge and spin) does entry 1 give?
1.273 eV

***

Look up the energy relative to the best compared isomer or geometry (same formula, charge and spin) of the twelfth one.
3.516 eV

***

What is the energy relative to the best compared isomer or geometry (same formula, charge and spin) in the second record?
3.554 eV